The following is a DFT calculation (ωB97M-V with the def2-TZVPD basis set) of a structure of composition C38H37AsCoP2S.

Properties
Energy above the lowest of the compared OMol25 structures with the same formula, charge and spin ... 4.9 kJ/mol
Max |F| ... 0.7 eV/A
Net charge ... +1
E_tot ... -6169.516058 Eh
LUMO (spin up / spin down) ... -3.125 / -3.123 eV
HOMO (spin up / spin down) ... -10.275 / -10.275 eV

```
80
C38H37AsCoP2S | the Open Molecules 2025 dataset | ωB97M-V with the def2-TZVPD basis set
Co -0.4951 0.1285 0.3825
S -0.6503 0.2377 2.5803
C 0.9562 -0.0256 3.3023
C 1.0507 -0.1868 4.6834
C 2.2890 -0.3679 5.2790
C 3.4517 -0.3911 4.5176
C 3.3642 -0.2218 3.1471
C 2.1190 -0.0385 2.5505
As 1.8766 0.2860 0.6853
C 2.0266 2.2098 0.5274
C 1.6790 2.8319 -0.6690
C 1.7130 4.2137 -0.7765
C 2.0875 4.9817 0.3173
C 2.4292 4.3657 1.5128
C 2.3997 2.9821 1.6223
C 3.4789 -0.4119 -0.1313
C 3.7079 -1.7845 -0.1690
C 4.8573 -2.2822 -0.7629
C 5.7809 -1.4116 -1.3257
C 5.5587 -0.0440 -1.2851
C 4.4100 0.4583 -0.6877
H 0.1527 -0.1704 5.2875
H 2.3480 -0.4992 6.3515
H 4.4133 -0.5384 4.9891
H 4.2605 -0.2327 2.5371
H 1.3773 2.2446 -1.5267
H 1.4433 4.6895 -1.7101
H 2.1122 6.0600 0.2383
H 2.7213 4.9623 2.3665
H 2.6604 2.5122 2.5624
H 3.0063 -2.4748 0.2777
H 5.0331 -3.3494 -0.7845
H 6.6761 -1.8006 -1.7914
H 6.2805 0.6364 -1.7164
H 4.2448 1.5282 -0.6547
C 1.0254 -0.3373 -2.7413
P -0.5404 -0.2020 -1.8043
C -1.4629 0.9349 -2.8768
C -1.2332 -1.8600 -2.0605
C -1.5359 -2.3814 -3.3138
C -2.0219 -3.6733 -3.4252
C -2.1969 -4.4544 -2.2893
C -1.8998 -3.9387 -1.0387
C -1.4263 -2.6337 -0.9212
P -1.0893 -1.8657 0.6949
C 0.1841 -2.9014 1.4397
C -2.5549 -2.1842 1.7123
H 0.8519 -0.8677 -3.6787
H 1.7843 -0.8735 -2.1724
H 1.4061 0.6540 -2.9867
H -1.3340 0.6566 -3.9234
H -1.0632 1.9388 -2.7218
H -2.5201 0.9449 -2.6262
H -1.3969 -1.7824 -4.2057
H -2.2636 -4.0776 -4.3988
H -2.5720 -5.4645 -2.3811
H -2.0516 -4.5522 -0.1588
H -0.1181 -3.9481 1.3861
H 0.3231 -2.6063 2.4793
H 1.1207 -2.7795 0.9040
H -2.9481 -3.1792 1.4969
H -3.3241 -1.4420 1.5166
H -2.2667 -2.1179 2.7580
C -6.1446 0.5567 -1.2182
C -5.2762 -0.5493 -1.1256
C -4.0042 -0.3896 -0.6539
C -3.5067 0.8714 -0.2407
C -2.1761 1.0835 0.2331
C -1.7884 2.3573 0.5680
C -2.6451 3.4701 0.3940
C -3.9192 3.2860 -0.0430
C -4.3804 1.9854 -0.3673
C -5.6983 1.7921 -0.8506
H -7.1519 0.4246 -1.5891
H -5.6183 -1.5289 -1.4334
H -3.3572 -1.2498 -0.6176
H -0.8028 2.5512 0.9809
H -2.2839 4.4560 0.6556
H -4.5984 4.1223 -0.1490
H -6.3444 2.6572 -0.9331
```

For each atom in turn, the Mulliken charge in e is:
1. Co -0.279
2. S -0.472
3. C 0.861
4. C -0.821
5. C -0.663
6. C -0.787
7. C -0.550
8. C -0.543
9. As 1.506
10. C -0.097
11. C 0.104
12. C -0.836
13. C -0.664
14. C -0.731
15. C -0.391
16. C 0.485
17. C -0.327
18. C -0.877
19. C -0.530
20. C -0.776
21. C -0.520
22. H 0.494
23. H 0.400
24. H 0.434
25. H 0.482
26. H 0.269
27. H 0.446
28. H 0.405
29. H 0.420
30. H 0.434
31. H 0.351
32. H 0.422
33. H 0.396
34. H 0.420
35. H 0.432
36. C -1.290
37. P 1.794
38. C -1.414
39. C 0.178
40. C -1.108
41. C -0.833
42. C -0.917
43. C -0.776
44. C -0.330
45. P 1.935
46. C -1.036
47. C -1.330
48. H 0.659
49. H 0.212
50. H 0.452
51. H 0.551
52. H 0.379
53. H 0.365
54. H 0.451
55. H 0.438
56. H 0.438
57. H 0.392
58. H 0.595
59. H 0.403
60. H 0.063
61. H 0.468
62. H 0.332
63. H 0.499
64. C -0.728
65. C -1.254
66. C 0.524
67. C 1.464
68. C -0.379
69. C 0.525
70. C -1.312
71. C -1.108
72. C 0.705
73. C -0.890
74. H 0.408
75. H 0.500
76. H 0.484
77. H 0.281
78. H 0.498
79. H 0.387
80. H 0.427